Entry 1:
C28H18BrI2N3O4RuS4 | the ωB97M-V functional and the def2-TZVPD basis

Cartesian coordinates (Å):
Ru  0.515  -0.576  -0.952
O  4.625  -1.728  -0.117
C  4.642  -1.562  1.214
C  5.818  -1.835  1.913
C  5.864  -1.684  3.289
C  4.744  -1.270  3.998
C  3.576  -0.996  3.300
C  3.513  -1.121  1.920
C  2.257  -0.762  1.170
O  2.052  -1.536  0.052
N  2.346  0.625  0.684
N  1.397  0.912  -0.214
C  1.555  2.221  -0.717
C  0.756  2.735  -1.617
Br  1.617  -0.087  -3.120
C  -0.041  3.129  -2.565
C  -1.261  3.940  -2.455
C  -1.626  4.586  -1.275
C  -2.812  5.298  -1.208
C  -3.645  5.379  -2.317
C  -3.281  4.751  -3.499
C  -2.094  4.039  -3.568
H  3.673  -1.678  -0.399
H  6.680  -2.173  1.353
H  6.785  -1.905  3.815
H  4.778  -1.168  5.074
H  2.686  -0.678  3.834
H  1.401  -0.801  1.865
H  2.690  1.380  1.262
H  2.451  2.740  -0.394
H  0.220  2.759  -3.554
H  -0.986  4.508  -0.405
H  -3.095  5.777  -0.280
H  -4.579  5.923  -2.256
H  -3.929  4.804  -4.365
H  -1.817  3.528  -4.483
O  -6.256  2.438  -1.051
C  -5.123  2.083  -0.853
S  -4.205  2.445  0.605
C  -2.655  1.743  0.134
C  -2.652  1.078  -1.108
S  -1.489  0.229  -1.992
S  -4.165  1.170  -2.020
S  -1.400  2.052  1.197
I  -0.034  -5.123  -3.454
C  -0.589  -4.594  -1.523
C  -1.112  -5.556  -0.651
C  -1.502  -5.230  0.621
I  -2.276  -6.737  1.848
C  -1.380  -3.897  1.088
C  -1.767  -3.434  2.364
C  -1.619  -2.114  2.678
C  -1.063  -1.234  1.736
N  -0.672  -1.634  0.548
C  -0.832  -2.944  0.205
C  -0.429  -3.268  -1.134
O  0.008  -2.331  -1.892
H  -1.211  -6.575  -1.001
H  -2.186  -4.130  3.078
H  -1.918  -1.727  3.642
H  -0.947  -0.181  1.953

2S+1: 2
Energy above the lowest of the compared OMol25 structures with the same formula, charge and spin: 0.0 kJ/mol
Net charge: -1

Entry 2:
C28H18CaClF6N2O10S2Te | the ωB97M-V functional and the def2-TZVPD basis

Cartesian coordinates (Å):
Ca  0.310  -0.770  -0.026
Cl  -1.264  5.096  3.711
C  -1.365  3.600  2.815
C  -1.939  2.472  3.431
C  -2.034  1.285  2.767
C  -1.527  1.125  1.436
O  -1.652  0.016  0.827
C  -0.915  2.284  0.847
C  -0.268  2.285  -0.425
O  0.035  1.322  -1.145
C  -0.877  3.513  1.549
H  -2.299  2.557  4.449
H  -2.447  0.407  3.245
H  -0.014  3.289  -0.813
H  -0.424  4.378  1.079
F  1.867  -5.859  1.900
C  1.558  -5.306  0.734
F  0.475  -5.909  0.246
F  2.561  -5.495  -0.112
S  1.174  -3.510  0.971
O  0.620  -3.081  -0.324
O  0.259  -3.484  2.055
N  2.617  -2.949  1.200
S  3.370  -1.706  0.552
O  4.126  -0.924  1.462
O  2.637  -1.002  -0.495
C  4.630  -2.660  -0.412
F  5.534  -1.811  -0.910
F  5.257  -3.543  0.358
F  4.067  -3.308  -1.428
Te  -0.019  -1.891  -3.279
C  -0.851  -1.276  -5.125
C  -0.590  -0.009  -5.640
C  -1.174  0.399  -6.832
C  -2.023  -0.456  -7.516
C  -2.284  -1.722  -7.011
C  -1.698  -2.133  -5.824
C  -1.846  -1.523  -2.229
C  -2.517  -0.330  -2.480
C  -3.709  -0.063  -1.827
C  -4.223  -0.969  -0.911
C  -3.551  -2.151  -0.656
C  -2.364  -2.437  -1.321
H  0.068  0.662  -5.101
H  -0.967  1.389  -7.219
H  -2.482  -0.138  -8.444
H  -2.946  -2.394  -7.543
H  -1.904  -3.122  -5.433
H  -2.112  0.394  -3.175
H  -4.226  0.868  -2.023
H  -5.141  -0.744  -0.383
H  -3.934  -2.857  0.069
H  -1.842  -3.365  -1.126
O  0.467  -0.446  4.128
C  1.035  0.074  3.177
O  1.162  -0.405  2.000
C  1.557  1.500  3.346
C  2.168  2.183  2.304
C  2.591  3.497  2.458
C  2.408  4.152  3.663
C  1.806  3.446  4.693
C  1.379  2.139  4.568
N  1.610  4.137  5.984
O  1.986  5.292  6.075
O  1.087  3.520  6.889
H  2.320  1.664  1.368
H  3.068  4.013  1.633
H  2.715  5.175  3.817
H  0.902  1.612  5.380

Energy above the lowest of the compared OMol25 structures with the same formula, charge and spin: 69.6 kJ/mol
Net charge: -1

Entry 3:
C28H18Cl2N9O7SeTi | the ωB97M-V functional and the def2-TZVPD basis

Cartesian coordinates (Å):
Ti  0.294  0.168  -0.526
Cl  4.117  0.809  -3.816
C  4.170  -0.363  -2.509
C  5.153  -1.279  -2.374
C  5.257  -2.242  -1.405
Cl  6.411  -3.570  -1.347
C  4.120  -2.256  -0.441
C  3.948  -3.188  0.643
C  2.762  -3.401  1.209
C  1.692  -2.616  0.807
N  1.873  -1.552  0.057
C  3.104  -1.376  -0.642
C  3.043  -0.356  -1.628
O  2.021  0.476  -1.595
H  5.910  -1.137  -3.067
H  4.688  -3.894  0.984
H  2.733  -4.239  1.927
H  0.735  -2.676  1.366
Se  -4.399  -2.362  5.450
N  -3.571  -0.703  5.038
C  -2.939  -0.881  3.955
C  -1.927  0.013  3.453
C  -1.597  1.284  4.158
C  -0.398  2.038  3.696
C  0.227  1.497  2.543
N  -0.246  0.492  1.706
C  -1.311  -0.221  2.273
C  -1.681  -1.321  1.406
N  -1.145  -1.515  0.255
C  -1.328  -2.574  -0.529
C  -2.059  -3.656  -0.107
C  -2.621  -3.570  1.206
C  -2.551  -2.375  1.858
C  -3.072  -2.201  3.250
N  -3.844  -3.178  3.885
H  -2.254  1.564  4.976
H  -0.238  2.891  4.363
H  1.125  1.905  2.037
H  -1.004  -2.492  -1.604
H  -2.376  -4.472  -0.727
H  -3.223  -4.502  1.702
N  3.299  2.994  0.314
N  2.387  3.548  -0.618
C  1.120  3.037  -0.692
O  0.278  3.641  -1.338
O  0.836  2.044  0.057
H  3.689  3.708  0.909
H  4.037  2.522  -0.247
H  2.653  4.319  -1.251
C  -2.217  2.989  0.315
C  -2.180  2.341  -0.993
N  -1.445  1.264  -1.223
C  -1.749  0.918  -2.483
C  -2.606  1.830  -3.060
N  -2.841  2.773  -2.039
C  -3.146  2.191  -4.417
O  -2.749  1.498  -5.488
O  -3.977  3.119  -4.478
C  -1.110  -0.191  -3.121
O  -1.501  -0.654  -4.203
O  -0.169  -0.684  -2.433
H  -1.207  3.374  0.522
H  -2.576  2.302  1.063
H  -2.988  3.721  0.367
H  -3.321  3.687  -2.104
H  -2.118  0.740  -5.249

2S+1: 3
Energy above the lowest of the compared OMol25 structures with the same formula, charge and spin: 243.9 kJ/mol
Net charge: -1

Entry 4:
C28H18N7O7ReS2SbSe4 | the ωB97M-V functional and the def2-TZVPD basis

Cartesian coordinates (Å):
Re  1.879  -0.028  1.082
S  2.001  1.307  2.962
C  0.324  1.495  3.375
C  -0.119  2.638  4.026
C  -1.473  2.785  4.285
C  -1.945  3.955  4.929
N  -2.314  4.897  5.466
C  -2.381  1.769  3.910
C  -1.922  0.602  3.323
C  -0.565  0.461  3.035
S  0.027  -0.953  2.227
C  -3.775  1.980  4.075
N  -4.900  2.175  4.138
H  0.575  3.416  4.299
H  -2.612  -0.188  3.059
Se  7.839  2.902  1.350
Sb  6.751  1.740  -0.375
Se  4.424  0.362  1.194
Se  3.209  1.007  -0.684
Se  6.244  -0.820  0.683
O  3.941  -1.947  -0.331
C  3.196  -2.611  0.380
O  2.203  -2.097  1.019
C  3.406  -4.069  0.605
C  2.646  -4.734  1.559
C  2.859  -6.086  1.775
C  3.808  -6.793  1.053
C  4.556  -6.107  0.107
C  4.377  -4.751  -0.123
N  5.561  -6.830  -0.677
O  5.703  -8.000  -0.429
O  6.157  -6.194  -1.510
N  2.058  -6.766  2.789
O  1.217  -6.100  3.346
O  2.298  -7.927  2.991
H  1.890  -4.218  2.134
H  3.963  -7.849  1.227
H  4.982  -4.244  -0.862
C  -1.998  3.359  -6.421
C  -2.690  2.974  -5.157
C  -2.647  1.662  -4.699
C  -3.310  1.286  -3.549
C  -4.021  2.232  -2.819
N  -4.736  1.874  -1.657
C  -4.447  0.896  -0.775
O  -5.207  0.435  0.029
N  -3.083  0.419  -0.836
C  -2.011  1.151  -0.437
C  -2.089  2.522  -0.134
C  -0.954  3.181  0.288
C  0.229  2.477  0.452
N  0.303  1.165  0.202
C  -0.762  0.531  -0.278
C  -4.076  3.549  -3.268
C  -3.412  3.913  -4.421
H  -1.509  2.497  -6.866
H  -1.249  4.127  -6.236
H  -2.711  3.765  -7.138
H  -2.100  0.918  -5.261
H  -3.305  0.251  -3.245
H  -5.659  2.281  -1.559
H  -3.012  -0.584  -0.729
H  -3.028  3.043  -0.214
H  -0.978  4.233  0.528
H  1.132  2.968  0.793
H  -0.650  -0.519  -0.521
H  -4.651  4.280  -2.720
H  -3.454  4.937  -4.761

Energy above the lowest of the compared OMol25 structures with the same formula, charge and spin: 214.9 kJ/mol
Net charge: +1

Entry 5:
C28H19ClFeN6O4 | the ωB97M-V functional and the def2-TZVPD basis

Cartesian coordinates (Å):
Fe  -0.430  0.058  -0.296
C  -3.606  -3.546  -3.447
C  -2.807  -2.417  -3.563
C  -2.266  -1.842  -2.428
C  -2.551  -2.385  -1.185
C  -3.349  -3.506  -1.056
C  -3.869  -4.092  -2.199
N  -2.628  -0.642  0.528
C  -2.592  -0.559  1.939
C  -3.776  -0.493  2.665
C  -3.737  -0.455  4.046
C  -2.507  -0.511  4.702
C  -1.327  -0.573  3.992
C  -1.348  -0.563  2.590
N  -0.249  -0.498  1.790
N  0.935  -0.636  2.296
C  1.953  -0.632  1.422
C  3.258  -0.855  1.902
C  4.297  -0.940  1.010
C  4.044  -0.789  -0.359
C  2.753  -0.544  -0.762
N  1.720  -0.449  0.087
H  -4.018  -4.003  -4.336
H  -2.612  -1.987  -4.536
H  -1.630  -0.958  -2.496
H  -3.552  -3.908  -0.072
H  -4.496  -4.968  -2.105
H  -4.725  -0.493  2.140
H  -4.661  -0.409  4.605
H  -2.475  -0.496  5.783
H  -0.368  -0.600  4.489
H  3.400  -0.972  2.965
H  5.302  -1.132  1.358
H  4.839  -0.844  -1.086
H  2.521  -0.424  -1.814
O  -6.037  2.084  -0.477
C  -5.252  3.004  0.080
O  -5.681  4.011  0.559
C  -3.786  2.708  0.067
C  -2.753  3.639  0.139
Cl  -2.940  5.298  0.372
N  -1.568  2.965  0.052
N  -1.797  1.645  -0.029
C  -3.121  1.486  -0.010
C  -3.547  0.088  -0.190
O  -4.373  -0.290  -0.987
O  -1.972  -1.821  -0.040
C  -0.211  3.424  0.024
C  0.802  2.521  0.348
C  2.124  2.928  0.349
C  2.450  4.240  0.039
C  1.448  5.128  -0.311
C  0.121  4.725  -0.335
H  -5.567  1.325  -0.865
H  0.563  1.505  0.638
H  2.896  2.217  0.610
H  3.481  4.562  0.069
H  1.693  6.149  -0.569
H  -0.641  5.418  -0.642

2S+1: 6
Net charge: +1
Energy: -93375.5779 eV

Entry 6:
C28H19F3N6RuSTe | the ωB97M-V functional and the def2-TZVPD basis

Cartesian coordinates (Å):
Ru  -0.270  -0.301  -0.476
C  -0.447  3.561  -2.439
C  -1.326  4.340  -1.685
C  -1.987  3.744  -0.643
C  -1.767  2.393  -0.331
N  -0.863  1.653  -1.021
C  -0.248  2.258  -2.076
N  -2.573  1.914  0.669
C  -2.517  0.754  1.196
N  -1.599  -0.272  0.944
C  -1.953  -1.373  1.735
N  -1.365  -2.503  1.826
C  -0.144  -2.824  1.282
C  0.376  -4.048  1.725
C  1.621  -4.464  1.326
C  2.352  -3.636  0.475
C  1.786  -2.466  0.050
N  0.544  -2.042  0.413
C  -3.157  -1.033  2.494
C  -3.889  -1.775  3.404
C  -4.977  -1.144  3.993
C  -5.308  0.177  3.684
C  -4.565  0.916  2.772
C  -3.486  0.278  2.186
H  0.080  3.961  -3.293
H  -1.496  5.381  -1.924
H  -2.707  4.272  -0.036
H  0.422  1.646  -2.653
H  -0.239  -4.623  2.401
H  2.027  -5.404  1.674
H  3.346  -3.897  0.142
H  2.338  -1.822  -0.611
H  -3.622  -2.794  3.644
H  -5.582  -1.682  4.711
H  -6.160  0.632  4.170
H  -4.812  1.940  2.530
Te  -2.144  -2.155  -1.805
C  -2.949  -1.233  -3.421
C  -2.827  0.098  -3.813
C  -3.549  0.387  -4.973
C  -4.218  -0.717  -5.458
S  -3.974  -2.098  -4.513
H  -2.245  0.822  -3.263
H  -3.592  1.358  -5.443
H  -4.844  -0.766  -6.337
F  5.636  0.842  -4.156
C  4.828  -0.177  -4.441
F  5.502  -1.319  -4.269
F  4.463  -0.092  -5.723
C  3.602  -0.173  -3.546
C  2.520  -0.977  -3.870
C  1.429  -0.991  -3.023
N  1.376  -0.247  -1.909
C  2.423  0.539  -1.609
C  3.556  0.601  -2.397
H  2.519  -1.586  -4.763
H  0.569  -1.612  -3.236
H  2.344  1.137  -0.709
H  4.377  1.245  -2.117

2S+1: 5
Net charge: +2
Energy: -67134.1313 eV

Entry 7:
C28H19F5IN5O3PbS2 | the ωB97M-V functional and the def2-TZVPD basis

Cartesian coordinates (Å):
Pb  1.568  1.944  0.901
N  1.776  1.575  5.809
C  1.871  1.437  4.423
S  1.535  2.903  3.560
N  2.212  0.242  4.053
N  2.343  -0.012  2.691
C  2.588  -1.256  2.514
C  2.714  -2.080  1.302
C  2.726  -3.451  1.583
C  2.675  -4.426  0.606
C  2.585  -4.030  -0.716
C  2.609  -2.686  -1.042
C  2.710  -1.715  -0.052
O  2.788  -0.385  -0.379
H  1.156  2.316  6.089
H  1.621  0.691  6.273
H  2.647  -1.857  3.423
H  2.730  -3.747  2.625
H  2.660  -5.473  0.878
H  2.481  -4.761  -1.508
H  2.519  -2.384  -2.074
C  -2.705  3.952  1.220
C  -2.738  2.865  0.191
N  -3.884  2.325  -0.129
C  -3.898  1.325  -1.040
C  -2.772  0.836  -1.647
C  -2.911  -0.293  -2.630
O  -2.763  0.135  -4.001
C  -1.507  1.401  -1.326
C  -0.320  0.847  -1.959
N  0.889  1.157  -1.673
C  1.961  0.626  -2.392
C  2.152  0.898  -3.746
C  3.315  0.518  -4.397
C  4.328  -0.121  -3.697
C  4.153  -0.410  -2.352
C  2.973  -0.069  -1.721
I  4.119  3.355  0.068
C  -1.463  2.470  -0.380
O  -0.422  3.107  -0.005
H  -3.716  4.133  1.583
H  -2.280  4.869  0.804
H  -2.055  3.668  2.051
H  -4.869  0.898  -1.270
H  -3.915  -0.712  -2.558
H  -2.196  -1.090  -2.398
H  -2.142  0.867  -4.002
H  -0.494  0.105  -2.745
H  1.383  1.456  -4.266
H  3.441  0.751  -5.448
H  5.255  -0.387  -4.189
H  4.919  -0.916  -1.779
F  -5.665  -0.089  2.514
C  -4.549  -0.503  1.897
C  -3.315  0.024  2.232
F  -3.238  0.949  3.191
C  -2.178  -0.409  1.581
F  -1.021  0.142  1.976
C  -2.185  -1.388  0.576
S  -0.738  -1.929  -0.215
C  -3.455  -1.895  0.284
F  -3.605  -2.846  -0.652
C  -4.608  -1.471  0.914
F  -5.799  -1.996  0.577

Energy above the lowest of the compared OMol25 structures with the same formula, charge and spin: 10.8 kJ/mol
Net charge: -2

> net charge of number 2 (C28H18CaClF6N2O10S2Te)?

-1